1.
10
Properties=species:S:1:pos:R:3:forces:R:3:mulliken_charge:R:1 method="wB97M-V/def2-TZVPD" relative_energy_kcal_mol=26.8 smiles=Nc1cnco1 multiplicity=1 e_homo_ev=-9.2
N -1.367 0.606 0.966 0.073 1.013 -0.826 -0.495
C -0.274 0.213 0.216 -0.067 -0.355 0.099 0.415
C 0.316 -0.985 0.136 -0.176 -0.072 0.545 -0.272
N 1.374 -0.937 -0.776 -0.399 0.512 0.090 -0.585
C 1.315 0.288 -1.203 0.060 -0.240 0.080 0.075
O 0.347 1.060 -0.659 -0.061 -0.107 0.211 -0.350
H -1.331 0.387 1.935 0.050 -0.204 0.486 0.260
H -2.218 0.329 0.520 -0.565 0.006 0.149 0.247
H -0.086 -1.763 0.795 0.939 -0.291 -0.787 0.319
H 1.923 0.802 -1.929 0.146 -0.261 -0.047 0.387

---

2.
11
Properties=species:S:1:pos:R:3:forces:R:3:mulliken_charge:R:1 method="wB97M-V/def2-TZVPD" relative_energy_kcal_mol=100.5 multiplicity=1 e_homo_ev="-8.6 / -8.6"
C 0.278 1.878 -0.844 -1.134 2.395 1.041 -0.300
C -2.715 -0.407 -0.536 -0.347 0.071 0.383 0.722
C 1.346 -0.941 0.746 -2.886 -1.028 -0.088 -0.613
N 0.818 0.915 -0.430 0.336 -3.094 -1.187 0.410
N 1.186 -0.271 -0.524 0.956 0.365 -0.649 -0.558
O -2.822 -0.983 -1.525 0.135 -0.427 -0.924 -0.359
O -2.671 0.149 0.474 0.264 0.370 0.541 -0.366
H 0.494 2.904 -0.569 0.218 -0.035 -0.629 0.243
H 0.576 -0.484 1.367 0.042 -0.468 0.845 0.295
H 1.233 -2.070 0.747 0.038 1.497 -0.554 0.232
H 2.277 -0.692 1.093 2.377 0.355 1.221 0.294

---

3.
11
Properties=species:S:1:pos:R:3:forces:R:3:mulliken_charge:R:1 method="wB97M-V/def2-TZVPD" relative_energy_kcal_mol=43.4 smiles="O=C1CNC(=O)N1" multiplicity=1 e_homo_ev=-10.1
O -0.881 1.396 -1.701 -3.069 -0.229 -0.967 -0.645
C -0.489 0.666 -0.826 -3.816 0.840 -2.090 0.369
C -1.077 -0.500 0.013 4.893 -1.783 -3.870 -0.379
N 0.126 -0.934 0.757 -1.608 4.607 -2.890 -0.103
C 1.158 0.008 0.538 -3.504 -3.367 -0.691 0.234
O 2.181 -0.162 1.076 3.417 1.307 0.925 -0.526
N 0.705 0.888 -0.487 9.373 0.683 5.822 -0.010
H -1.515 -1.190 -0.697 0.266 -0.595 -0.102 0.282
H -1.809 -0.171 0.548 -4.399 2.173 3.701 0.308
H 0.270 -1.752 1.223 0.392 -2.321 1.401 0.148
H 1.331 1.752 -0.442 -1.944 -1.314 -1.239 0.323

---

4.
11
Properties=species:S:1:pos:R:3:forces:R:3:mulliken_charge:R:1 method="wB97M-V/def2-TZVPD" relative_energy_kcal_mol=119.1 smiles="NC1=C[N@@H+]1C(=O)[O-]" multiplicity=1 e_homo_ev=-9.8
N -2.082 -0.774 -0.244 0.653 0.483 0.056 -0.460
C -1.148 0.108 0.205 1.888 -1.378 0.007 0.434
C -0.426 1.015 0.715 1.235 -1.005 -0.703 -0.465
N 0.494 -0.337 0.246 -3.069 1.971 1.312 -0.394
C 2.087 0.160 -0.389 1.073 0.208 -0.638 0.716
O 2.086 1.300 -0.756 -0.346 -0.534 0.153 -0.527
O 2.723 -0.839 -0.193 -0.247 0.453 -0.034 -0.524
H -1.559 -1.409 -0.832 -0.477 -0.366 -0.162 0.297
H -2.952 -0.432 -0.648 0.435 0.151 0.168 0.278
H -0.029 2.012 0.788 -0.192 -0.128 0.235 0.380
H 0.809 -0.801 1.118 -0.953 0.145 -0.393 0.266

---

5.
11
Properties=species:S:1:pos:R:3:forces:R:3:mulliken_charge:R:1 method="wB97M-V/def2-TZVPD" relative_energy_kcal_mol=33.7 smiles="Nc1coc(=O)[nH]1" multiplicity=1 e_homo_ev=-8.4
N 0.701 1.406 1.044 -0.012 -0.068 0.022 -0.530
C 0.022 0.393 0.367 -0.219 -0.202 0.017 0.346
C -1.040 -0.369 0.648 0.124 0.224 0.113 -0.424
O -1.174 -1.356 -0.330 -0.072 0.000 -0.245 -0.320
C -0.210 -1.161 -1.268 0.001 -0.106 -0.357 0.461
O -0.050 -1.836 -2.247 -0.191 0.292 0.320 -0.556
N 0.545 -0.056 -0.859 -0.047 -0.097 -0.008 -0.181
H 1.685 1.375 0.794 -0.175 0.092 0.071 0.280
H 0.625 1.293 2.049 -0.083 0.173 -0.161 0.261
H -1.821 -0.321 1.385 0.290 -0.154 0.181 0.400
H 0.716 0.632 -1.582 0.385 -0.153 0.046 0.262

---

6.
11
Properties=species:S:1:pos:R:3:forces:R:3:mulliken_charge:R:1 method="wB97M-V/def2-TZVPD" relative_energy_kcal_mol=94.4 smiles=Nc1cnc(O)o1 multiplicity=1 e_homo_ev=-8.8
N 1.867 -0.766 0.055 0.876 3.534 -3.885 -0.543
C 0.687 0.082 -0.101 0.594 -3.534 2.454 0.280
C 0.140 1.329 0.024 4.476 0.296 1.038 -0.282
N -1.154 1.206 -0.055 -4.571 1.536 -0.730 -0.506
C -1.452 -0.025 -0.188 -0.593 -0.289 3.343 0.594
O -2.601 -0.623 0.196 0.229 -2.967 -4.274 -0.480
O -0.440 -0.856 -0.066 2.341 1.794 -1.930 -0.326
H 2.471 -0.331 -0.843 -0.981 -2.009 3.876 0.320
H 2.307 -0.813 0.998 -0.243 0.692 -1.310 0.251
H 0.629 2.288 0.430 -0.635 -1.660 -1.389 0.298
H -2.454 -1.492 -0.450 -1.492 2.607 2.806 0.394